Entry 1:
The following is a DFT calculation (ωB97M-V/def2-TZVPD) of a structure of composition C15H33ClN2NaO7 at a distorted geometry.

Atoms and positions in Å:
C  -0.8436  -0.0460  -4.0094
H  -4.6592  1.1444  0.4648
H  1.8493  -0.4177  -0.4993
H  2.9501  2.0761  -1.4263
H  -1.4218  -0.5773  -0.6375
C  1.7165  0.5820  -2.5093
N  0.4023  1.1323  -2.0395
Cl  0.4052  -3.6832  1.8233
H  3.7952  -0.7047  2.2186
H  -0.9895  0.7032  -4.7875
C  1.8293  0.2177  3.8112
H  3.2559  -0.6319  -1.4235
C  3.4626  0.3219  2.0653
C  -4.0425  0.2657  0.6533
Na  0.1065  -0.1124  1.2733
H  -4.6353  -0.5080  1.1413
H  -4.1104  0.9877  3.0013
C  -1.2824  -0.8627  -1.6802
H  -1.6492  -0.7395  -4.2508
H  1.8961  -0.8698  3.8426
O  -0.2826  -3.0035  0.7500
H  4.2019  0.8263  2.6875
O  2.1453  0.5755  2.4763
C  -3.1555  0.5376  2.7302
N  -0.7944  0.1971  3.5203
C  -0.8912  0.4483  -2.4487
C  0.3796  -0.8712  -4.2898
O  1.7434  -3.1635  1.9809
O  -2.7820  0.4836  1.2923
H  -2.7752  1.2610  -3.0536
C  -2.0091  1.5273  -2.3255
O  0.4881  -5.1140  1.5655
H  -1.7362  2.1210  3.2443
H  3.7927  1.2699  -2.7025
H  3.6329  0.5033  1.0040
H  1.8037  -1.5763  -1.7797
C  2.8208  1.6847  -2.4353
H  -3.8468  -0.0200  -0.3802
H  -1.7012  2.5015  -2.7054
H  -2.1817  -1.2883  -2.1254
C  1.5557  0.0508  -4.0007
H  2.4735  -0.3749  -4.4061
O  0.3863  1.5652  -0.6373
H  0.3959  1.8737  3.9754
H  0.4096  -1.1639  -5.3394
H  2.5157  0.4879  4.6136
H  -2.5443  1.5784  -1.3773
H  -1.1512  -0.5884  4.0455
H  0.3548  0.7173  5.2587
C  0.4184  0.8022  4.1738
H  -3.2724  -0.5053  3.0249
C  -1.9512  1.1260  3.6339
H  -2.3728  1.1786  4.6377
C  2.1721  -0.5819  -1.5274
H  1.4178  0.9724  -4.5662
H  2.6847  2.5401  -3.0970
H  0.5545  -1.7156  -3.6231
H  -0.5168  -1.6237  -1.8310
O  -0.4177  -3.5172  3.0052

Results
HOMO energy: -2.625 eV
charge: -1
frontier orbital gap: 4.574 eV

***

Entry 2:
The following is a DFT calculation (ωB97M-V/def2-TZVPD) of a cluster of 3 separate species, C15H33F7N4P in total at a distorted geometry.

Atoms and positions in Å:
H  -2.7381  2.9284  -1.9723
H  -0.8946  5.7499  3.0673
C  2.7431  -3.2392  -0.3770
H  -3.0751  -5.4605  2.2084
C  -1.9619  -1.5739  -1.1899
H  4.3001  -5.2300  -1.5249
H  1.7332  -5.1512  -0.6853
H  3.3553  -5.6374  0.8770
C  -1.1724  -0.4825  -0.2560
C  -2.4746  -2.9226  -0.3614
N  -3.6596  -2.4782  0.4703
H  -5.6532  -3.7708  1.5557
C  4.8650  -5.4851  -0.6244
H  4.8897  -5.1280  1.4907
C  -3.3210  4.4959  -0.6143
C  4.2003  -4.9759  0.6504
H  4.2391  -1.6330  1.1315
H  4.9381  -6.5782  -0.5874
H  6.4264  -3.0807  -0.4212
H  6.2565  -1.3660  -0.0821
F  -3.1933  -1.0055  -1.8535
N  -3.6225  -5.2194  1.3278
H  3.1934  -3.2497  -1.3762
H  -1.0815  7.0795  1.9234
H  -3.7312  3.7089  0.0324
H  -2.6248  7.6559  0.3126
P  -4.1898  -3.7320  1.6222
C  -1.2922  6.9953  -1.2186
H  -2.1855  4.2429  1.7146
F  -1.7503  0.8678  -0.6101
C  -1.5648  6.1799  2.3136
H  -4.1802  4.8467  -1.2013
C  -2.3110  3.8491  -1.5588
H  1.0270  -4.1506  0.6038
H  -0.8857  4.8978  0.7287
H  -1.3831  3.5765  -1.0513
H  -2.0774  4.4973  -2.4037
H  5.8826  -5.1043  -0.7308
H  0.7680  -3.7332  -1.0963
F  -1.3756  -0.6371  1.2029
F  0.2796  -0.5592  -0.6660
C  5.6945  -2.2829  -0.2926
F  -2.9542  -3.8714  -1.4352
H  -3.4326  7.0830  -1.1051
H  -1.3346  6.4676  -2.1733
H  2.3972  -2.2129  -0.2008
C  -2.5934  6.8545  -0.4356
H  -3.8275  -3.2362  2.9563
C  -1.8332  5.1546  1.2160
H  5.3370  -2.8260  1.7554
H  -2.4916  6.4711  2.8195
F  -1.0664  -1.9709  -2.3388
N  3.7153  -3.5944  0.6600
C  4.7442  -2.5715  0.8669
N  -2.8439  5.5828  0.2454
H  5.1650  -2.1294  -1.2353
H  -0.4234  6.6377  -0.6596
C  1.5019  -4.1263  -0.3829
F  -1.3359  -3.4696  0.4178
H  -1.1161  8.0524  -1.4485

Results
HOMO energy: -4.466 eV
charge: -1
frontier orbital gap: 7.051 eV

***

Entry 3:
The following is a DFT calculation (ωB97M-V/def2-TZVPD) of a structure of composition C15H33N3O14Zr at a distorted geometry.

Atoms and positions in Å:
H  -3.3200  2.5220  0.0443
C  -1.3267  -0.3202  2.6529
H  -1.9304  -0.9956  -2.5310
C  -2.3011  3.7366  -1.3700
H  2.7398  2.0364  -0.6969
H  1.2888  -0.1881  0.4388
H  3.9751  -4.3721  0.7864
H  6.6265  -1.8568  -0.7421
C  6.6198  -1.0840  0.0266
H  0.5236  1.2622  -0.2020
H  -4.7406  0.9406  5.0807
C  1.1899  0.4358  -0.4494
H  -1.9069  1.7298  -0.5819
H  5.1792  -3.5877  -0.0948
H  -3.5854  3.3785  -5.1670
C  -3.6541  4.1650  -3.1916
C  2.5996  -2.1301  2.5449
C  -2.5872  -0.9231  -3.3978
H  -5.3309  0.4396  2.0359
O  6.3280  -2.0468  2.0762
H  2.1196  -1.5915  1.7278
C  2.7658  0.9498  -0.6148
H  -5.1198  4.3074  -4.7276
O  8.3666  -1.8634  1.3297
H  -1.0405  0.1721  1.7235
O  -3.4315  -1.3779  2.7654
H  -2.7552  -1.9022  -3.8463
H  3.5573  -1.6473  2.7395
O  4.4456  -5.2041  -1.0494
C  4.2178  -4.0815  -0.2357
C  -2.3109  2.7086  -0.3232
H  3.3938  0.7917  0.2620
O  2.1933  -2.9954  4.7269
H  -6.3643  1.1473  4.5733
N  7.1508  -1.6698  1.2344
C  -4.3302  3.6261  -4.4106
C  -5.4227  0.6912  4.2679
H  3.0110  -2.1057  -0.3790
N  1.9717  -2.1000  3.9447
H  -2.8354  4.6246  -1.0325
H  7.2464  -0.2257  -0.2158
O  3.0550  -2.8933  -2.2607
O  3.4156  0.2942  -1.7192
C  -2.8205  -0.3150  2.6689
H  5.5979  -0.7380  0.1822
C  3.0960  -3.0886  -0.8425
O  -3.7459  5.3104  -2.8639
O  -2.8975  3.2887  -2.5484
O  -2.6606  -0.1147  -5.5672
O  -1.1807  0.7281  -4.1888
H  -1.2476  3.9010  -1.5963
H  -5.2159  1.9748  2.6354
H  2.1045  -3.5039  -0.6617
H  -0.9159  -1.2897  2.3710
O  1.3221  -1.0812  4.2184
H  -3.5274  -0.5545  -2.9874
N  -2.0465  -0.0952  -4.4876
O  -3.3972  0.8464  2.9394
H  -1.7516  3.0518  0.5471
C  -4.8560  0.9709  2.8608
Zr  2.1317  -0.9363  -3.0534
H  2.8970  -3.1391  2.2593
O  0.6656  -0.3150  -1.5346
H  -0.9224  -0.0289  3.6223
H  -4.8671  2.7193  -4.1321
H  -5.4486  -0.3884  4.4163

Results
HOMO energy: -6.654 eV
charge: 0
frontier orbital gap: 2.833 eV